Entry 1:
{"formula": "C5H11NO", "method": "the ωB97M-V functional and the def2-TZVPD basis", "total_energy_ev": -8899.3229, "e_above_lowest_ev": 2.3745, "smiles": "CCCNCC=O", "species": ["C", "C", "C", "N", "C", "C", "O", "H", "H", "H", "H", "H", "H", "H", "H", "H", "H", "H"], "xyz": [[0.183, 0.752, 1.448], [-0.092, -0.277, 2.579], [-0.809, 0.528, 0.234], [-0.286, -0.504, -0.643], [-0.241, -0.115, -2.035], [0.894, -0.799, -2.787], [1.423, -0.425, -3.786], [0.344, 1.774, 1.776], [1.193, 0.464, 1.111], [0.702, -0.310, 3.322], [-0.967, 0.097, 3.118], [-0.322, -1.199, 2.048], [-1.744, 0.228, 0.717], [-0.946, 1.573, -0.078], [0.476, -0.930, -0.162], [-1.190, -0.146, -2.567], [0.110, 0.928, -2.137], [1.271, -1.640, -2.157]]}

=====

Entry 2:
{"formula": "C5H11NO", "method": "the ωB97M-V functional and the def2-TZVPD basis", "total_energy_ev": -8899.2611, "e_above_lowest_ev": 2.4363, "smiles": "C=N/C=C/CC.O", "species": ["C", "C", "C", "C", "N", "C", "H", "H", "H", "H", "H", "H", "H", "H", "H", "H", "H", "O"], "xyz": [[-1.559, 2.267, 1.167], [-1.367, 0.738, 0.945], [-0.329, 0.416, -0.059], [-0.389, -0.540, -0.991], [0.611, -0.827, -1.905], [1.820, -0.566, -1.703], [-1.267, 2.511, 2.185], [-0.999, 2.810, 0.426], [-2.611, 2.516, 1.067], [-1.125, 0.218, 1.876], [-2.319, 0.280, 0.651], [0.514, 1.091, -0.245], [-1.324, -1.079, -1.144], [2.587, -0.721, -2.455], [2.254, -0.240, -0.773], [1.486, -2.325, -0.012], [1.990, -3.737, 0.345], [2.026, -2.812, 0.624]]}

=====

Entry 3:
{"formula": "C5H11NO", "method": "the ωB97M-V functional and the def2-TZVPD basis", "total_energy_ev": -8898.3520, "e_above_lowest_ev": 3.3454, "smiles": "C[C@H]1CN1CCO", "species": ["C", "C", "C", "N", "C", "C", "O", "H", "H", "H", "H", "H", "H", "H", "H", "H", "H", "H"], "xyz": [[2.311, -0.481, -1.246], [1.173, -0.556, -0.238], [0.907, 0.324, 0.952], [0.097, 0.370, -0.260], [-1.180, -0.257, -0.344], [-2.283, 0.540, 0.401], [-1.950, 0.865, 1.737], [1.956, -0.842, -2.217], [3.135, -1.126, -0.926], [2.727, 0.526, -1.408], [0.590, -1.615, -0.069], [1.367, 1.298, 1.157], [0.575, -0.200, 1.848], [-1.454, -0.325, -1.411], [-0.891, -1.464, -0.011], [-2.612, 1.459, -0.129], [-3.163, -0.102, 0.445], [-1.305, 1.585, 1.718]]}

=====

Entry 4:
{"formula": "C5H11NO", "method": "the ωB97M-V functional and the def2-TZVPD basis", "total_energy_ev": -8901.3966, "e_above_lowest_ev": 0.3008, "smiles": "CC[C@@H](C)NC=O", "species": ["C", "C", "C", "C", "N", "C", "O", "H", "H", "H", "H", "H", "H", "H", "H", "H", "H", "H"], "xyz": [[-1.686, -0.533, -1.223], [-1.300, 0.288, 0.007], [0.203, 0.405, 0.174], [0.710, 1.554, 1.029], [0.823, -0.854, 0.565], [1.863, -1.363, -0.139], [2.347, -0.842, -1.124], [-1.278, -0.111, -2.153], [-1.320, -1.562, -1.151], [-2.776, -0.550, -1.311], [-1.708, 1.298, -0.118], [-1.745, -0.149, 0.905], [0.537, 0.576, -0.845], [0.252, 2.506, 0.741], [0.519, 1.396, 2.093], [1.791, 1.607, 0.879], [0.537, -1.343, 1.401], [2.231, -2.323, 0.269]]}

=====

Entry 5:
{"formula": "C5H11NO", "method": "the ωB97M-V functional and the def2-TZVPD basis", "total_energy_ev": -8900.0235, "e_above_lowest_ev": 1.6739, "smiles": "CCN(C)C(C)=O", "species": ["C", "C", "N", "C", "C", "C", "O", "H", "H", "H", "H", "H", "H", "H", "H", "H", "H", "H"], "xyz": [[-1.854, -0.806, -1.299], [-1.616, -0.084, 0.033], [-0.367, -0.029, 0.519], [0.828, -0.674, 0.002], [1.868, 0.342, -0.309], [0.025, 0.994, 1.480], [-2.512, 0.269, 0.790], [-0.908, -0.803, -1.919], [-1.994, -1.848, -1.198], [-2.605, -0.235, -1.804], [1.253, -1.427, 0.700], [0.466, -1.219, -0.936], [1.715, 0.980, -1.202], [2.184, 0.905, 0.563], [2.792, -0.205, -0.676], [-0.751, 1.269, 2.201], [0.568, 1.891, 1.080], [0.908, 0.679, 1.974]]}

=====

Entry 6:
{"formula": "C5H11NO", "method": "the ωB97M-V functional and the def2-TZVPD basis", "total_energy_ev": -8900.9773, "e_above_lowest_ev": 0.7200, "smiles": "CNC(=O)C(C)C", "species": ["C", "N", "C", "C", "C", "C", "O", "H", "H", "H", "H", "H", "H", "H", "H", "H", "H", "H"], "xyz": [[1.011, -0.420, -2.063], [-0.321, -0.110, -1.655], [-0.649, 0.676, -0.567], [-0.008, 0.273, 0.755], [-0.021, -1.231, 1.013], [-0.581, 1.141, 1.917], [-1.479, 1.544, -0.681], [1.690, -0.367, -1.213], [1.095, -1.381, -2.579], [1.498, 0.242, -2.806], [-0.991, 0.023, -2.403], [1.064, 0.505, 0.658], [-1.019, -1.626, 0.802], [0.298, -1.446, 2.026], [0.608, -1.770, 0.305], [-1.574, 1.435, 1.591], [-0.681, 0.514, 2.800], [0.059, 1.997, 2.100]]}

=====

Entry 7:
{"formula": "C5H11NO", "method": "the ωB97M-V functional and the def2-TZVPD basis", "total_energy_ev": -8900.9302, "e_above_lowest_ev": 0.7672, "smiles": "CC(C)N(C)C=O", "species": ["C", "C", "C", "N", "C", "C", "O", "H", "H", "H", "H", "H", "H", "H", "H", "H", "H", "H"], "xyz": [[1.247, 0.698, -1.102], [0.241, -0.363, -0.642], [0.886, -1.587, 0.008], [-0.679, 0.358, 0.257], [-0.962, -0.037, 1.615], [-1.506, 1.270, -0.331], [-1.754, 1.324, -1.519], [1.927, 0.945, -0.278], [1.830, 0.407, -1.977], [0.686, 1.595, -1.376], [-0.346, -0.702, -1.502], [0.132, -2.291, 0.380], [1.496, -2.116, -0.735], [1.544, -1.321, 0.843], [-1.614, -0.919, 1.645], [-0.053, -0.236, 2.186], [-1.497, 0.780, 2.108], [-1.881, 2.036, 0.373]]}

=====

Entry 8:
{"formula": "C5H11NO", "method": "the ωB97M-V functional and the def2-TZVPD basis", "total_energy_ev": -8900.8016, "e_above_lowest_ev": 0.8957, "smiles": "C=C(C)C(N)=O.C", "species": ["C", "C", "N", "O", "H", "H", "H", "H", "H", "C", "C", "C", "H", "H", "H", "H", "H", "H"], "xyz": [[-2.380, -0.601, 1.138], [0.978, -0.646, 0.452], [1.815, 0.036, 1.281], [0.755, -1.830, 0.606], [2.294, -0.493, 1.991], [2.114, 0.976, 1.101], [-3.080, -1.344, 0.776], [-2.497, -0.469, 2.206], [-2.512, 0.341, 0.620], [0.976, 1.531, -1.014], [0.577, 0.097, -0.832], [-0.065, -0.597, -1.765], [-1.366, -0.958, 0.842], [2.060, 1.628, -1.088], [0.533, 1.930, -1.923], [0.633, 2.144, -0.180], [-0.471, -0.131, -2.649], [-0.364, -1.612, -1.565]]}

=====

Entry 9:
{"formula": "C5H11NO", "method": "the ωB97M-V functional and the def2-TZVPD basis", "total_energy_ev": -8900.4048, "e_above_lowest_ev": 1.2926, "smiles": "CC(C)N=C=O.C", "species": ["C", "N", "C", "O", "C", "C", "C", "H", "H", "H", "H", "H", "H", "H", "H", "H", "H", "H"], "xyz": [[3.191, 0.513, -0.276], [0.291, 0.085, -0.656], [0.643, -0.136, 0.493], [0.891, -0.359, 1.612], [-1.222, -0.058, -0.534], [-1.654, -1.474, -0.133], [-1.850, 0.983, 0.401], [3.445, 1.432, -0.806], [4.053, -0.141, -0.161], [2.798, 0.764, 0.713], [2.448, -0.022, -0.865], [-1.510, 0.144, -1.556], [-1.476, -1.685, 0.932], [-1.127, -2.232, -0.718], [-2.728, -1.579, -0.311], [-2.936, 0.970, 0.263], [-1.654, 0.771, 1.462], [-1.487, 1.990, 0.180]]}

=====

Entry 10:
{"formula": "C5H11NO", "method": "the ωB97M-V functional and the def2-TZVPD basis", "total_energy_ev": -8900.8464, "e_above_lowest_ev": 0.8509, "smiles": "CCC(=O)N(C)C", "species": ["C", "C", "C", "N", "C", "C", "O", "H", "H", "H", "H", "H", "H", "H", "H", "H", "H", "H"], "xyz": [[-0.818, 1.408, -0.510], [-1.945, 0.377, -0.442], [0.539, 0.722, -0.739], [1.044, -0.140, 0.206], [1.691, -1.350, -0.296], [0.422, -0.283, 1.504], [1.113, 0.889, -1.796], [-0.800, 2.081, 0.351], [-0.863, 2.062, -1.383], [-1.544, -0.636, -0.381], [-2.513, 0.457, 0.482], [-2.643, 0.464, -1.266], [2.110, -1.894, 0.542], [0.968, -1.961, -0.843], [2.500, -1.153, -0.997], [-0.166, -1.216, 1.582], [1.176, -0.354, 2.288], [-0.272, 0.525, 1.696]]}

=====

Entry 11:
{"formula": "C5H11NO", "method": "the ωB97M-V functional and the def2-TZVPD basis", "total_energy_ev": -8898.4632, "e_above_lowest_ev": 3.2341, "smiles": "[H]/N=C\\C.C=C.C=O", "species": ["C", "C", "C", "C", "N", "C", "O", "H", "H", "H", "H", "H", "H", "H", "H", "H", "H", "H"], "xyz": [[-1.857, -0.656, -1.084], [-1.547, 0.540, -0.602], [1.046, 0.590, 0.638], [0.658, 1.689, 1.590], [1.069, -0.638, 0.954], [0.955, -1.845, -1.274], [1.262, -0.965, -2.046], [-1.717, -0.935, -2.132], [-0.099, -1.978, -0.952], [-2.344, -1.416, -0.479], [-1.173, 1.317, -1.263], [-1.779, 0.872, 0.413], [1.363, 0.840, -0.386], [0.197, 2.544, 1.082], [-0.032, 1.311, 2.364], [1.580, 2.019, 2.089], [0.715, -0.758, 1.907], [1.703, -2.529, -0.819]]}

=====

Entry 12:
{"formula": "C5H11NO", "method": "the ωB97M-V functional and the def2-TZVPD basis", "total_energy_ev": -8898.4218, "e_above_lowest_ev": 3.2755, "smiles": "C/C(=C\\N)[C@H](C)O", "species": ["C", "C", "C", "C", "N", "C", "O", "H", "H", "H", "H", "H", "H", "H", "H", "H", "H", "H"], "xyz": [[1.215, -0.439, 0.394], [2.174, 0.725, 0.255], [-1.357, -1.416, 0.486], [-0.553, -0.231, 0.123], [-2.298, 1.099, -0.848], [-0.696, 0.958, -0.330], [1.587, -1.501, -0.452], [1.458, -1.208, -1.368], [1.232, -0.816, 1.418], [-2.370, 1.975, -1.365], [-2.896, 1.167, -0.024], [-0.115, 1.796, -0.675], [1.906, 1.541, 0.932], [2.200, 1.107, -0.772], [3.196, 0.410, 0.499], [-2.052, -1.657, -0.321], [-0.712, -2.285, 0.641], [-1.917, -1.227, 1.406]]}